1.
Here is 9 unconnected molecules or ions with the total composition C36H55BFNO28 at a distorted geometry from OMol25. Energies are from the ωB97M-V functional and the def2-TZVPD basis.

* SMILES string: [H]/N=C\C[C@](OC(=O)CB(O)O)([C@H](C)CC)[C@@H](F)CC.O=C1OCCO1.O=C1OCCO1.O=C1OCCO1.O=C1OCCO1.O=C1OCCO1.O=C1OCCO1.O=C1OCCO1.O=C1OCCO1
* net charge: 0

Last column: Mulliken charge in e.
Atoms and positions in Å:
F1 -2.38445 0.21450 -1.56714  -0.38
O1 -9.17117 5.84450 2.12443  -0.32
O2 6.54621 -8.59949 4.68801  -0.52
O3 3.40378 0.87386 1.33792  -0.68
O4 -4.12229 -1.96152 -5.78649  -0.32
O5 3.67086 -5.08838 3.08464  -0.34
O6 6.33896 -4.27638 -0.06857  -0.31
O7 2.62560 -0.35507 -0.75485  -0.53
O8 -3.16430 1.92970 5.93273  -0.29
O9 -0.43789 -1.44940 -0.08831  -0.56
O10 -5.22211 -1.08795 -4.02536  -0.33
O11 -6.10337 -2.89197 -5.12213  -0.56
O12 1.40231 -4.87422 3.28924  -0.56
O13 2.97614 4.05673 -7.44933  -0.29
O14 7.51300 -10.40615 3.67159  -0.33
O15 6.96888 -2.24154 -0.80134  -0.34
O16 2.37065 -6.92583 2.99772  -0.33
O17 -5.37729 2.32945 5.80171  -0.30
O18 8.38521 -4.01980 -1.05791  -0.58
O19 -1.18933 0.23298 1.62243  -0.33
O20 -4.45967 0.64924 4.54916  -0.54
O21 1.30799 5.51890 -7.05738  -0.30
O22 3.52600 2.87354 -2.75375  -0.21
O23 5.46471 1.83818 -3.24742  -0.31
O24 4.49307 1.49456 -1.20546  -0.64
O25 -11.19442 6.52715 1.30452  -0.55
O26 6.09555 -9.10312 2.50230  -0.23
O27 -9.98623 4.89443 0.25164  -0.33
O28 3.08634 5.42850 -5.62173  -0.56
N1 -4.84738 3.55459 2.14495  -0.61
C1 -4.34425 1.55592 5.35681  0.71
C2 6.70439 -9.30681 3.70700  0.61
C3 4.53337 -6.20955 3.12925  -0.16
C4 0.10917 2.04829 -1.02782  -0.77
C5 -3.84528 -0.58065 0.30938  -0.60
C6 -0.85188 2.44490 0.23835  0.59
C7 4.99371 2.42895 -4.44378  -0.32
C8 1.92727 3.73951 -8.34499  -0.29
C9 -3.47867 -0.74513 -5.45747  -0.32
C10 -10.20458 5.81808 1.23280  0.63
C11 3.67567 -7.32309 2.62191  -0.06
C12 -5.22661 -2.05452 -4.98931  0.60
C13 -4.87955 3.09976 6.87959  -0.38
C14 5.38789 -3.34801 0.41696  -0.22
C15 7.32458 -3.55357 -0.67665  0.54
C16 1.27135 -0.72661 1.63189  -0.25
C17 -0.25644 -0.63233 0.95030  0.40
C18 6.70500 -9.98592 1.57917  -0.36
C19 -3.63741 3.29035 1.49425  -0.03
C20 7.25069 -11.07060 2.45020  -0.35
C21 -0.35280 4.50025 2.01747  -0.72
C22 -8.64886 4.45335 0.39249  -0.25
C23 -2.77822 2.01171 1.97896  -0.18
C24 2.39391 -5.56806 3.13760  0.58
C25 -3.94760 -0.47393 -4.06479  0.11
C26 -1.84040 1.26640 0.79984  -0.30
C27 0.15355 3.01023 1.45051  -0.42
C28 -5.44987 -0.18625 0.48392  -0.74
C29 4.00143 3.43696 -3.96183  0.02
C30 5.60008 -2.15179 -0.45310  0.15
C31 -8.34336 4.73599 1.82768  -0.08
C32 -3.40831 3.14147 6.62133  -0.27
C33 2.50791 5.03566 -6.62112  0.70
C34 -2.94022 0.69590 -0.28259  0.22
C35 1.09073 4.97773 -8.34658  -0.34
C36 4.49443 2.02253 -2.30497  0.50
B1 2.45270 -0.08953 0.68926  0.75
H1 -3.54550 1.21179 2.42334  -0.13
H2 0.58887 5.14900 2.35769  0.32
H3 3.00873 1.02030 2.26747  0.28
H4 -3.12052 3.97875 5.97678  0.22
H5 -3.49145 -0.94825 1.36064  0.22
H6 3.36852 0.28363 -1.03333  0.38
H7 -5.12512 2.59342 7.81895  0.27
H8 -0.25440 2.65137 -1.99211  0.25
H9 2.32259 3.50276 -9.33661  0.28
H10 5.41534 -6.04526 2.50413  0.29
H11 -2.82482 3.18708 7.54498  0.31
H12 -4.98333 2.82220 2.87939  0.25
H13 -3.80473 -1.45789 -0.47995  0.47
H14 -3.38151 4.04366 0.61142  0.17
H15 0.03008 4.76314 -8.50355  0.30
H16 4.46223 4.40584 -3.74269  0.25
H17 7.49125 -9.44662 1.04062  0.27
H18 1.42147 5.70480 -9.09576  0.28
H19 -5.68760 0.93648 0.25699  0.11
H20 0.17578 2.31491 2.39005  0.21
H21 5.39396 -1.21422 0.07047  0.09
H22 4.53349 1.65275 -5.06426  0.27
H23 0.06507 0.91171 -1.34583  0.22
H24 3.18122 3.58526 -4.66958  -0.02
H25 -3.30686 -0.94068 -3.30936  0.03
H26 1.24238 2.31156 -0.90105  0.00
H27 1.23096 -0.32935 2.73144  0.31
H28 4.99948 -2.18820 -1.36800  0.12
H29 3.71617 -7.41867 1.53172  0.21
H30 4.37464 -3.75014 0.33166  0.29
H31 1.25497 3.17401 1.09604  0.34
H32 -8.01379 5.02653 -0.29106  0.26
H33 -8.56364 3.39052 0.15008  0.25
H34 -3.76477 1.50073 -0.59794  0.31
H35 3.93324 -8.28535 3.07287  0.17
H36 4.85477 -6.36730 4.16409  0.24
H37 -6.06250 -0.96039 -0.14794  0.31
H38 -2.39214 -0.85262 -5.51717  0.30
H39 -5.74041 -0.35295 1.62985  0.19
H40 -1.02020 4.30496 2.98267  0.03
H41 5.97241 -10.35952 0.85849  0.32
H42 -2.12080 2.34141 2.91281  0.36
H43 1.38533 2.86910 -7.96057  0.26
H44 -3.79934 0.02727 -6.16448  0.25
H45 -8.61711 3.90404 2.48512  0.22
H46 1.48817 -1.89927 1.69043  0.03
H47 -5.32990 4.09616 6.88446  0.31
H48 -1.42302 3.42844 -0.12851  0.39
H49 5.81600 2.88743 -4.99993  0.31
H50 6.52223 -11.86813 2.63072  0.26
H51 8.16554 -11.51024 2.04346  0.31
H52 -7.29055 4.98409 1.98798  0.15
H53 -0.98498 5.08795 1.22668  0.20
H54 -4.02600 0.59589 -3.85271  0.25
H55 5.60133 -3.14150 1.47105  0.25



2.
Here is 2 unconnected molecules or ions with the total composition C3H9N2O2 at a distorted geometry from OMol25. Energies are from the ωB97M-V functional and the def2-TZVPD basis.

* relative energy (zero: lowest compared OMol25 entry of this formula, charge and spin): 51.47 kcal per mole
* net charge: +1

Last column: Mulliken charge in e.
Atoms and positions in Å:
O1 -0.76600 2.11390 2.43005  -0.42
O2 -1.98504 -0.20083 0.56889  -0.61
N1 0.69192 0.73994 1.36717  -0.03
N2 0.39934 -0.20034 -0.82625  -0.09
C1 -0.43457 1.59201 1.38924  0.07
C2 0.96920 -1.11568 -1.80193  -0.87
C3 0.97089 -0.09064 0.34562  0.20
H1 -0.74472 2.01439 0.35855  0.27
H2 1.06105 0.47747 2.26295  0.29
H3 1.93003 -0.73863 0.52401  0.30
H4 -0.47910 0.35085 -1.00104  0.29
H5 0.16083 -1.71303 -2.29391  0.30
H6 -2.17503 -0.25974 -0.37042  0.29
H7 1.46348 -0.52409 -2.59915  0.34
H8 -2.78720 -0.60733 1.13176  0.31
H9 1.72493 -1.83826 -1.48554  0.36



3.
Here is a single C5H10O molecule from OMol25. Energies are from the ωB97M-V functional and the def2-TZVPD basis.

* SMILES string: C[C@@H]1C[C@H](C)O1
* relative energy (zero: lowest compared OMol25 entry of this formula, charge and spin): 24.56 kcal per mole
* net charge: 0

Last column: Mulliken charge in e.
Atoms and positions in Å:
O1 -0.53080 -1.23936 -0.08037  -0.48
C1 -1.76566 0.85724 0.26470  -1.31
C2 1.56330 -0.64109 1.06425  -1.36
C3 0.41836 0.42650 -1.01581  -0.88
C4 -1.00960 -0.03225 -0.70064  0.43
C5 0.84739 -0.85531 -0.27003  0.45
H1 -1.61778 -0.27260 -1.58277  0.31
H2 -2.78170 0.49778 0.45049  0.33
H3 -1.82110 1.87672 -0.13434  0.33
H4 1.60840 0.42270 1.32339  0.31
H5 2.58613 -1.03072 1.06372  0.38
H6 -1.22572 0.88772 1.21764  0.29
H7 0.71239 1.34619 -0.50048  0.25
H8 1.36539 -1.61455 -0.87083  0.40
H9 0.65268 0.52419 -2.07765  0.29
H10 0.99830 -1.15317 1.84873  0.27



4.
Here is 6 unconnected molecules or ions with the total composition H10IO5 at a distorted geometry from OMol25. Energies are from the ωB97M-V functional and the def2-TZVPD basis.

* relative energy (zero: lowest compared OMol25 entry of this formula, charge and spin): 12.61 kcal per mole
* net charge: -1

Last column: Mulliken charge in e.
Atoms and positions in Å:
I1 0.06678 -1.78837 -0.06611  -0.70
O1 3.74768 -1.12163 -0.23847  -0.61
O2 -3.43383 -0.29576 0.15396  -0.59
O3 -1.55607 0.26083 -2.73666  -0.61
O4 -1.22064 1.60531 1.32726  -0.61
O5 1.90552 0.62257 1.92136  -0.59
H1 -0.91878 0.77947 0.99985  0.28
H2 -0.41997 2.09039 1.53262  0.29
H3 -2.33449 0.76400 -2.49513  0.28
H4 -1.11485 0.00081 -1.93637  0.27
H5 -2.78534 -1.00335 0.04040  0.26
H6 2.84513 -1.11120 -0.46279  0.24
H7 4.12082 -1.98209 -0.48525  0.29
H8 1.72808 0.29391 1.02660  0.25
H9 2.87977 0.66698 2.07180  0.28
H10 -3.50983 0.21814 -0.65309  0.26



Values for calculated total energy, eV, ordered as above
-100433.325, -10324.620, -7393.700, -18503.783